The following is a quantum chemistry calculation of a 11-piece molecular cluster, C46H83F12N14O4P2 overall at a distorted geometry, from the OMol25 dataset.

Last column: Mulliken charge in e.
Positions of all 161 atoms, in Å:
C: -6.314 -0.302 0.835  -0.766
C: -6.682 -1.667 1.416  -0.077
N: -6.831 -2.713 0.428  0.362
C: -7.371 -2.588 -0.843  -0.194
C: -7.487 -3.912 -1.314  -0.698
N: -7.046 -4.861 -0.372  0.180
C: -6.602 -4.093 0.731  -0.230
C: -7.149 -6.365 -0.551  -0.903
H: -6.018 0.476 1.540  0.337
H: -7.062 0.210 0.229  0.453
H: -5.510 -0.423 0.110  -0.088
H: -7.557 -1.616 2.064  0.302
H: -5.907 -2.023 2.094  0.050
H: -7.726 -1.635 -1.206  0.459
H: -7.953 -4.234 -2.234  0.477
H: -6.417 -4.457 1.731  0.355
H: -8.123 -6.773 -0.817  0.329
H: -6.776 -6.822 0.365  0.357
H: -6.306 -6.621 -1.193  0.368
C: -0.362 4.113 4.609  -0.811
C: -0.738 5.231 5.593  -0.702
N: 0.289 5.499 6.599  0.227
C: 0.834 4.525 7.397  -0.349
C: 1.777 5.131 8.143  -0.409
N: 1.980 6.469 7.775  0.094
C: 1.015 6.680 6.782  -0.103
C: 2.899 7.441 8.418  -0.711
H: -0.228 3.203 5.194  0.158
H: 0.584 4.397 4.148  0.328
H: -1.137 3.905 3.872  0.395
H: -1.658 4.924 6.090  0.321
H: -1.093 6.117 5.066  0.412
H: 0.606 3.479 7.253  0.441
H: 2.589 4.790 8.769  0.396
H: 0.834 7.599 6.245  0.382
H: 3.805 6.976 8.808  0.287
H: 2.488 8.149 9.138  0.336
H: 3.077 8.138 7.599  0.321
C: 5.919 2.143 -2.740  -1.240
C: 4.656 1.584 -3.364  0.054
N: 4.762 0.332 -4.048  0.564
C: 5.695 0.041 -5.083  -0.265
C: 5.496 -1.339 -5.363  -0.729
N: 4.537 -1.808 -4.541  0.249
C: 4.046 -0.804 -3.770  -0.227
C: 4.319 -3.148 -4.221  -0.821
H: 6.660 2.025 -3.531  0.433
H: 6.226 1.641 -1.823  0.255
H: 5.793 3.209 -2.550  0.400
H: 4.300 2.314 -4.092  -0.224
H: 3.820 1.313 -2.719  0.346
H: 6.306 0.809 -5.534  0.485
H: 6.128 -1.975 -5.965  0.481
H: 3.279 -0.838 -3.011  0.146
H: 3.915 -3.071 -3.212  0.225
H: 5.212 -3.773 -4.242  0.383
H: 3.598 -3.524 -4.946  0.339
C: -2.467 4.011 -4.627  -0.918
C: -3.029 3.685 -3.215  -0.404
N: -2.075 3.489 -2.111  0.378
C: -2.273 2.695 -0.980  -1.335
C: -1.059 2.656 -0.300  -0.867
N: -0.149 3.438 -0.900  0.575
C: -0.788 3.907 -1.991  -0.514
C: 1.257 3.771 -0.504  -0.738
H: -3.174 4.560 -5.250  0.394
H: -2.279 3.039 -5.082  0.108
H: -1.592 4.643 -4.774  0.310
H: -3.700 2.828 -3.281  0.346
H: -3.663 4.554 -3.038  0.427
H: -3.190 2.203 -0.689  0.862
H: -0.790 2.213 0.647  1.067
H: -0.382 4.633 -2.679  0.416
H: 1.424 3.429 0.517  0.240
H: 1.296 4.857 -0.417  0.472
H: 1.989 3.383 -1.212  0.172
C: 5.886 1.124 1.472  -1.531
C: 4.601 0.404 0.987  0.261
N: 3.615 0.375 1.988  0.796
C: 3.273 1.268 2.964  -0.427
C: 2.253 0.798 3.682  -0.824
N: 1.868 -0.453 3.283  0.572
C: 2.774 -0.800 2.204  -1.353
C: 0.938 -1.300 3.968  -0.630
H: 6.559 1.017 0.622  0.471
H: 6.243 0.502 2.292  0.431
H: 5.724 2.125 1.873  0.334
H: 4.756 -0.620 0.649  0.328
H: 4.236 0.974 0.133  -0.117
H: 3.870 2.168 2.974  0.509
H: 1.741 1.216 4.536  0.603
H: 2.789 -1.784 1.759  0.659
H: 0.441 -0.777 4.785  0.252
H: 1.610 -2.046 4.392  0.381
H: 0.325 -1.780 3.206  0.246
C: -1.614 0.571 -4.275  -0.407
C: -0.279 -0.126 -4.804  -0.838
N: 0.556 0.778 -5.481  0.540
C: 1.196 1.777 -4.775  -0.192
C: 1.924 2.481 -5.712  -1.096
N: 1.859 1.832 -6.915  0.167
C: 0.927 0.818 -6.791  -0.159
C: 2.427 2.162 -8.154  -0.932
H: -2.274 0.797 -5.112  0.491
H: -1.399 1.415 -3.619  -0.158
H: -2.155 -0.216 -3.749  0.092
H: -0.561 -1.005 -5.383  0.598
H: 0.378 -0.484 -4.011  0.087
H: 0.858 1.874 -3.754  0.577
H: 2.617 3.288 -5.526  0.530
H: 0.836 0.058 -7.553  0.458
H: 2.709 3.214 -8.135  0.382
H: 1.640 2.093 -8.905  0.415
H: 3.302 1.535 -8.325  0.319
C: -3.347 -1.418 -1.284  0.195
C: -3.114 -2.903 -0.869  -0.346
N: -1.690 -3.379 -1.206  0.462
C: -1.008 -3.308 -2.410  -0.652
C: 0.316 -3.833 -2.191  -0.592
N: 0.264 -4.364 -0.979  0.441
C: -0.945 -4.224 -0.416  -0.462
C: 1.449 -4.964 -0.395  -1.254
H: -2.648 -1.047 -2.034  -0.660
H: -3.285 -0.765 -0.413  0.038
H: -4.333 -1.237 -1.712  0.555
H: -3.801 -3.593 -1.359  0.161
H: -3.255 -3.102 0.193  0.087
H: -1.477 -2.745 -3.203  0.623
H: 1.188 -3.861 -2.828  0.523
H: -1.266 -4.564 0.558  0.538
H: 1.795 -5.821 -0.972  0.423
H: 1.345 -5.338 0.623  0.455
H: 2.338 -4.333 -0.401  0.349
C: -3.656 -4.492 3.501  -0.211
C: -3.306 -5.689 2.650  0.502
O: -3.436 -5.666 1.377  -0.701
O: -2.617 -6.544 3.220  -0.710
H: -3.026 -3.655 3.199  -0.188
H: -3.515 -4.667 4.568  0.446
H: -4.663 -4.107 3.341  -0.019
C: 0.257 -0.420 0.184  -0.161
C: 1.506 -0.277 -0.691  0.561
O: 2.033 0.818 -1.106  -0.706
O: 2.134 -1.342 -0.872  -0.477
H: 0.447 0.263 1.012  -0.251
H: 0.037 -1.383 0.647  0.108
H: -0.599 -0.183 -0.448  0.101
P: -3.705 0.366 4.214  1.313
F: -3.639 1.316 2.876  -0.361
F: -3.639 -1.042 3.311  -0.421
F: -2.121 0.388 4.230  -0.335
F: -3.822 -0.506 5.596  -0.374
F: -3.863 1.762 5.144  -0.417
F: -5.326 0.334 4.119  -0.403
P: 4.695 -5.033 2.670  1.232
F: 4.961 -3.977 1.422  -0.350
F: 3.261 -4.309 2.899  -0.356
F: 4.135 -6.073 1.490  -0.382
F: 4.238 -6.042 3.811  -0.368
F: 6.138 -5.760 2.502  -0.350
F: 5.368 -4.027 3.766  -0.372

HOMO level ... -10.697 eV
Charge ... +3
LUMO energy ... -7.2 eV
Max |F| ... 7.5 eV Å⁻¹
Relative energy (zero: lowest compared OMol25 entry of this formula, charge and spin) ... 0.0 kJ/mol